Entry from the OMol25 dataset: an isolated ion of composition C6H8N and charge +1 in a non-equilibrium geometry (ωB97M-V/def2-TZVPD).

```
15
Properties=species:S:1:pos:R:3:forces:R:3:lowdin_charge:R:1
C 1.511158 0.623712 0.307557 4.101 -0.785 -0.113 -0.061
C 1.275418 -0.734135 0.327854 0.217 -0.857 -0.607 0.067
C 0.725246 1.594229 -0.059897 -2.839 2.340 -1.495 0.049
C -0.057549 2.534199 -0.492310 2.124 -2.561 0.757 0.153
C -2.049511 -0.787363 -0.097907 -3.032 1.688 0.099 -0.038
C 0.186088 -1.659862 0.110254 -1.472 -1.219 -0.659 -0.188
N -1.024236 -1.255193 -0.552388 4.226 -0.101 -2.272 -0.015
H 2.650543 0.867242 0.312431 -2.074 -0.132 0.818 0.180
H 2.165886 -1.274019 0.598180 0.280 -0.346 0.160 0.135
H -0.080348 2.818202 -1.487120 0.214 0.318 -2.094 0.091
H -0.806655 2.927676 0.074735 -1.676 1.369 1.996 0.075
H -2.322165 -0.849269 0.950253 -0.242 0.338 0.421 0.089
H -2.712470 -0.231682 -0.853295 0.397 -1.161 1.339 0.120
H 0.529193 -2.675540 -0.292336 -0.064 1.511 0.365 0.183
H 0.009402 -1.898197 1.153989 -0.161 -0.403 1.286 0.159
```
Positions in Å, forces in eV/Å.

Computed properties:
* net charge: +1
* HOMO-LUMO gap (spin up / spin down): 6.9455 / 6.9462 eV
* lowest unoccupied orbital energy (spin up / spin down): -6.576 / -6.576 eV
* HOMO level (spin up / spin down): -13.522 / -13.522 eV